Record 1
Entry from OMol25: a 2-piece molecular cluster, CH6O2P2 overall (the ωB97M-V functional and the def2-TZVPD basis).

Multiplicity: 1
Structure (SMILES): O=[PH2]P.C=O
M (g/mol): 112.00
E_HOMO (eV): -9.8
Lowest unoccupied orbital energy (eV): 0.8
Charge: 0

```
11
Properties=species:S:1:pos:R:3:mulliken_charge:R:1
H 3.206 0.067 0.620 0.298
P -0.817 0.601 0.588 0.436
O 1.569 -0.897 0.230 -0.493
H -2.470 -0.819 -1.279 0.082
H -0.461 -0.437 -1.682 0.096
C 2.315 0.051 0.043 -0.092
H -0.271 -0.642 0.901 0.101
P -1.619 0.350 -1.500 -0.124
O 0.197 1.619 0.716 -0.591
H -1.662 0.845 1.515 0.037
H 2.095 0.825 -0.635 0.250
```

Record 2
Entry from OMol25: CH6OP2 as an isolated structure (the ωB97M-V functional and the def2-TZVPD basis).

Multiplicity: 1
M (g/mol): 96.01
E_HOMO (eV): -7.1
Lowest unoccupied orbital energy (eV): -0.3
Charge: 0

```
10
Properties=species:S:1:pos:R:3:mulliken_charge:R:1
C 0.140 0.839 -2.046 -0.035
P -0.014 -0.323 1.053 0.006
H 0.989 1.467 -2.001 0.236
H 0.514 -3.099 0.749 -0.005
H -0.091 0.626 -3.123 0.230
H -0.186 -0.431 2.499 0.088
H -1.363 -0.007 0.920 0.077
O -0.464 0.519 -1.016 -0.440
P 0.799 -1.852 0.011 -0.229
H 0.882 0.720 1.218 0.073
```

Record 3
Entry from OMol25: a 3-piece molecular cluster, CH6OS overall (the ωB97M-V functional and the def2-TZVPD basis).

Multiplicity: 1
M (g/mol): 66.12
E_HOMO (eV): -9.6
Lowest unoccupied orbital energy (eV): -1.0
Charge: 0

```
9
Properties=species:S:1:pos:R:3:mulliken_charge:R:1
H 0.667 1.530 -0.734 0.159
H -2.207 0.345 1.323 0.282
H 1.287 -0.546 -1.429 0.299
O -3.015 0.107 0.867 -0.598
H -2.620 0.267 0.010 0.338
S 0.182 0.338 0.595 -0.235
C 1.509 -0.443 -0.329 -0.857
H 1.625 -1.509 0.037 0.273
H 2.573 -0.090 -0.339 0.340
```

Record 4
Entry from OMol25: a 2-piece molecular cluster, CH6OS overall (the ωB97M-V functional and the def2-TZVPD basis).

Multiplicity: 1
Structure (SMILES): CS.O
M (g/mol): 66.12
E_HOMO (eV): -9.0
Lowest unoccupied orbital energy (eV): 0.6
Charge: 0

```
9
Properties=species:S:1:pos:R:3:mulliken_charge:R:1
H 2.162 -1.173 0.617 0.319
C -0.933 0.104 -0.532 -0.639
S -1.679 1.747 -0.676 -0.212
O 2.067 -0.878 1.563 -0.654
H 1.441 -1.653 1.852 0.330
H -0.997 -0.204 0.495 0.227
H -1.456 -0.613 -1.156 0.318
H -0.712 2.448 -1.346 0.112
H 0.108 0.221 -0.817 0.199
```

Record 5
Entry from OMol25: a 2-piece molecular cluster, CH6OS2 overall (the ωB97M-V functional and the def2-TZVPD basis).

Multiplicity: 1
Structure (SMILES): CO.SS
M (g/mol): 98.19
E_HOMO (eV): -9.8
Lowest unoccupied orbital energy (eV): 0.2
Charge: 0

```
10
Properties=species:S:1:pos:R:3:mulliken_charge:R:1
H 0.548 1.287 2.623 0.290
H -0.839 -0.360 2.184 0.211
H -1.516 -0.166 3.894 0.209
H -1.900 0.977 2.706 0.236
S 1.269 -0.543 -1.315 -0.176
C -1.118 0.298 2.993 -0.439
H 1.500 0.686 -0.824 0.160
S -0.686 -0.261 -1.925 -0.165
H -0.389 -0.069 -3.216 0.178
O 0.038 1.044 3.405 -0.505
```

Record 6
Entry from OMol25: a 2-piece molecular cluster, CH6OSi overall (the ωB97M-V functional and the def2-TZVPD basis).

Multiplicity: 1
M (g/mol): 62.14
E_HOMO (eV): -8.9
Lowest unoccupied orbital energy (eV): 0.3
Charge: 0

```
9
Properties=species:S:1:pos:R:3:mulliken_charge:R:1
H 0.515 1.081 1.382 -0.113
H 0.344 2.674 -0.277 -0.202
Si 0.425 1.205 -0.183 0.476
H -0.733 -1.665 -1.272 0.207
H -0.321 -1.940 1.402 0.400
C -0.237 -1.337 -0.317 -0.242
O -0.780 -2.074 0.549 -0.320
H 1.711 1.112 -0.848 -0.092
H -0.925 0.944 -0.436 -0.113
```

Record 7
Entry from OMol25: a 2-piece molecular cluster, CH6OSi overall (the ωB97M-V functional and the def2-TZVPD basis).

Multiplicity: 3
M (g/mol): 62.14
E_HOMO (alpha / beta) (eV): -7.1 / -10.9
Lowest unoccupied orbital energy (alpha / beta) (eV): 0.7 / -1.6
Charge: 0
Expectation value of S²: 2.01

```
9
Properties=species:S:1:pos:R:3:mulliken_charge:R:1
O 2.271 0.066 0.227 -0.352
C 1.282 -0.252 -0.487 -0.364
H -2.665 -0.235 0.436 -0.181
Si -1.290 0.039 -0.020 0.448
H 2.138 0.979 0.552 0.350
H -0.681 -1.050 0.609 -0.053
H -1.688 0.466 -1.349 -0.076
H -0.960 1.231 0.951 -0.097
H 1.593 -1.244 -0.920 0.325
```

Record 8
Entry from OMol25: a 2-piece molecular cluster, CH6P2S overall (the ωB97M-V functional and the def2-TZVPD basis).

Multiplicity: 1
M (g/mol): 112.07
E_HOMO (alpha / beta) (eV): -8.1 / -7.9
Lowest unoccupied orbital energy (alpha / beta) (eV): -0.9 / -0.4
Charge: 0

```
10
Properties=species:S:1:pos:R:3:mulliken_charge:R:1
H 1.280 2.512 0.171 0.275
S 2.393 0.278 0.188 0.007
H -1.556 0.258 -0.656 0.081
P -2.102 -0.955 0.022 -0.140
C 1.235 1.437 -0.256 -0.289
P 1.469 -1.462 -0.336 -0.014
H 2.617 -2.159 0.130 0.000
H -2.039 -0.325 1.270 0.075
H 0.165 1.018 -0.320 -0.070
H -3.463 -0.601 -0.213 0.075
```

Record 9
Entry from OMol25: one molecule with the formula CH6P2S (the ωB97M-V functional and the def2-TZVPD basis).

Multiplicity: 1
Structure (SMILES): C[PH]#[PH]S
M (g/mol): 112.07
E_HOMO (eV): -8.7
Lowest unoccupied orbital energy (eV): 0.7
Charge: 0

```
10
Properties=species:S:1:pos:R:3:mulliken_charge:R:1
H 1.034 -0.781 0.747 0.379
P -1.454 0.641 0.693 -0.022
H 1.086 1.790 0.272 0.054
H 0.510 -1.280 -0.778 0.292
H 2.156 -0.620 -0.764 0.289
H -1.742 2.021 0.692 0.069
S -2.461 -0.388 -0.862 -0.254
C 1.116 -0.567 -0.242 -0.951
P 0.254 1.107 -0.592 -0.030
H -3.206 -0.876 0.191 0.174
```

Record 10
Entry from OMol25: one molecule with the formula CH6P2S (the ωB97M-V functional and the def2-TZVPD basis).

Multiplicity: 1
Structure (SMILES): C[PH2]=PS
M (g/mol): 112.07
E_HOMO (eV): -7.6
Lowest unoccupied orbital energy (eV): 0.5
Charge: 0

```
10
Properties=species:S:1:pos:R:3:mulliken_charge:R:1
H 0.329 -1.612 0.142 0.096
H 1.034 0.979 -1.654 0.315
P -1.804 0.138 1.272 -0.084
C -0.021 0.727 -1.233 -0.912
H 1.518 -0.156 0.807 0.101
H -0.696 -0.027 -1.583 0.344
H -1.876 -1.413 3.785 0.134
P 0.123 -0.271 0.421 0.058
S -2.190 -1.511 2.402 -0.366
H -0.525 1.516 -0.879 0.315
```